1.
{
  "formula": "C25H29N5O2",
  "method": "the ωB97M-V functional and the def2-TZVPD basis",
  "relative_energy_kcal_mol": 24.6,
  "homo_energy_ev": -8.293,
  "homo_lumo_gap_ha": 0.328,
  "charge": 0,
  "symbols": ["O", "C", "N", "H", "C", "H", "H", "C", "H", "H", "C", "N", "C", "C", "C", "N", "H", "H", "H", "H", "H", "C", "H", "H", "C", "N", "C", "C", "N", "C", "O", "H", "H", "H", "H", "H", "C", "C", "C", "C", "C", "C", "C", "H", "H", "C", "C", "C", "C", "C", "C", "H", "H", "H", "H", "H", "H", "H", "H", "H", "H"],
  "xyz": [[-3.60378, -1.65718, 2.29583], [-3.70635, -1.28708, 1.14325], [-4.53061, -0.30117, 0.74339], [-4.42030, 0.09791, -0.18827], [-5.19282, 0.56753, 1.68865], [-4.77340, 0.35703, 2.67719], [-6.26544, 0.33985, 1.71460], [-4.99457, 2.03640, 1.30987], [-5.41835, 2.65542, 2.10103], [-5.53721, 2.24717, 0.38634], [-3.51919, 2.39851, 1.11295], [-3.11325, 2.34748, -0.27270], [-2.10691, 3.04400, -0.82288], [-1.99618, 2.63659, -2.13547], [-2.99501, 1.67157, -2.28173], [-3.65537, 1.50922, -1.14772], [-3.26292, 1.10173, -3.14992], [-1.30810, 2.98818, -2.87731], [-1.54567, 3.76339, -0.26194], [-2.88299, 1.70623, 1.67640], [-3.32164, 3.41430, 1.46423], [-2.93730, -1.95034, 0.00452], [-3.18501, -1.48186, -0.94742], [-3.20638, -3.00740, -0.02725], [-1.42471, -1.86445, 0.29855], [-0.69216, -2.84241, -0.48024], [-0.59985, -2.46306, -1.86904], [0.03045, -1.08143, -2.10389], [-0.41842, -0.13932, -1.10420], [-0.98803, -0.42170, 0.08196], [-1.20098, 0.45654, 0.89959], [-0.14001, 0.82518, -1.23225], [1.12498, -1.14889, -2.06771], [-0.25517, -0.70818, -3.09354], [-1.61625, -2.46561, -2.27349], [-0.02260, -3.21860, -2.40551], [0.52511, -3.35160, 0.13276], [1.66899, -2.37239, 0.24972], [1.67212, -1.38626, 1.22972], [2.68868, -0.45244, 1.28855], [3.74656, -0.48948, 0.38356], [3.75946, -1.49620, -0.57891], [2.73219, -2.41764, -0.64616], [2.75621, -3.18810, -1.40563], [4.56910, -1.54242, -1.29316], [4.82802, 0.50441, 0.44837], [4.54212, 1.84779, 0.68083], [5.55804, 2.78343, 0.73938], [6.87592, 2.39216, 0.57242], [7.17173, 1.05871, 0.34412], [6.15674, 0.12240, 0.27946], [6.39483, -0.91920, 0.11879], [8.19858, 0.74697, 0.21854], [7.66937, 3.12325, 0.62125], [5.32145, 3.82287, 0.91553], [3.51438, 2.15981, 0.79898], [2.67438, 0.30065, 2.06231], [0.87783, -1.34657, 1.95960], [0.84136, -4.21270, -0.46438], [0.24767, -3.71290, 1.12713], [-1.30932, -2.10008, 1.36131]]
}

***

2.
{
  "formula": "C3H3ClO",
  "method": "the ωB97M-V functional and the def2-TZVPD basis",
  "relative_energy_kcal_mol": 69.1,
  "homo_energy_ev": -9.710,
  "homo_lumo_gap_ha": 0.332,
  "charge": 0,
  "symbols": ["C", "C", "C", "H", "H", "H", "O", "Cl"],
  "xyz": [[1.07401, 0.57656, -0.22537], [-0.23717, 0.46790, -0.04858], [-1.09898, -0.68683, 0.11579], [1.83200, 1.49446, -0.50644], [-0.89426, 1.45573, -0.02597], [-2.19643, -0.64762, 0.99859], [-0.43409, -1.72089, -0.38594], [1.95493, -0.93931, 0.07792]]
}

***

3.
{
  "formula": "C5H6N",
  "method": "the ωB97M-V functional and the def2-TZVPD basis",
  "relative_energy_kcal_mol": 142.4,
  "homo_energy_ev": -14.973,
  "homo_lumo_gap_ha": 0.337,
  "charge": 1,
  "symbols": ["C", "C", "C", "C", "C", "N", "H", "H", "H", "H", "H", "H"],
  "xyz": [[1.36186, 0.70695, -0.21807], [1.56791, -0.60928, -0.01599], [-0.88052, -1.06273, -0.12860], [-1.40927, 0.30468, -0.14563], [-0.00006, 0.67848, 0.39321], [0.24963, -0.80782, 0.46474], [1.93576, 1.53351, -0.74314], [2.37414, -1.40667, -0.13163], [-1.18182, -1.87771, -0.70433], [-1.66295, 0.73789, -1.06631], [-2.31091, 0.50330, 0.45542], [-0.04377, 1.29940, 1.84032]]
}

***

4.
{
  "formula": "C2H6O2S",
  "method": "the ωB97M-V functional and the def2-TZVPD basis",
  "relative_energy_kcal_mol": 13.7,
  "homo_energy_ev": -9.763,
  "homo_lumo_gap_ha": 0.383,
  "charge": 0,
  "symbols": ["C", "S", "H", "H", "H", "H", "O", "C", "O", "H", "H"],
  "xyz": [[1.26891, -0.11308, -1.30127], [1.28280, -0.98466, 0.32899], [0.24241, 0.11921, -1.56537], [1.69075, -0.80327, -2.02508], [1.79566, 0.83754, -1.19567], [2.34626, -0.50012, 0.85854], [-1.85771, 1.08541, -0.16934], [-2.03313, 0.58210, 0.90074], [-1.72354, -0.69700, 1.22200], [-2.26925, 1.22924, 1.76181], [-0.74316, -0.75535, 1.18466]]
}

***

5.
{
  "formula": "C2H3Cl3Si",
  "method": "the ωB97M-V functional and the def2-TZVPD basis",
  "relative_energy_kcal_mol": 0.0,
  "homo_energy_ev": [-6.603, -11.147],
  "homo_lumo_gap_ha": [0.261, 0.289],
  "multiplicity": 3,
  "charge": 0,
  "s_squared": 2.006,
  "symbols": ["C", "C", "Si", "Cl", "Cl", "Cl", "H", "H", "H"],
  "xyz": [[-1.26952, 0.74954, -0.76034], [-0.70238, -0.00266, 0.17646], [1.10560, -0.43151, 0.32289], [2.24521, 0.66209, -1.03445], [1.71011, 0.21862, 2.20432], [1.34979, -2.40668, 0.55530], [-2.44428, 0.78733, -0.76374], [-0.76425, 1.11062, -1.56889], [-1.23028, -0.68736, 0.86846]]
}

***

6.
{
  "formula": "C21H27BrN2O3",
  "method": "the ωB97M-V functional and the def2-TZVPD basis",
  "relative_energy_kcal_mol": 6.1,
  "homo_energy_ev": -8.326,
  "homo_lumo_gap_ha": 0.328,
  "charge": 0,
  "symbols": ["C", "H", "O", "C", "C", "C", "C", "C", "C", "O", "C", "H", "C", "O", "N", "H", "C", "C", "C", "C", "C", "C", "C", "H", "H", "H", "H", "H", "H", "H", "H", "H", "Br", "C", "N", "H", "C", "C", "C", "H", "H", "H", "C", "H", "H", "H", "H", "H", "H", "H", "H", "H", "H", "H"],
  "xyz": [[2.10357, -2.49564, -2.47450], [2.64740, -1.82508, -1.80166], [0.85164, -2.85172, -1.93841], [-0.06816, -1.86681, -1.72627], [0.15487, -0.51454, -1.92454], [-0.82346, 0.43266, -1.64568], [-2.02839, -0.01323, -1.12684], [-2.28689, -1.36113, -0.93642], [-1.32409, -2.30075, -1.25649], [-1.53038, -3.65777, -1.20642], [-2.11347, -4.19041, -0.03439], [-3.08131, -3.73897, 0.20576], [-1.18579, -4.03928, 1.17948], [-1.60998, -3.96247, 2.31274], [0.11569, -4.02286, 0.84104], [0.34736, -4.01618, -0.14543], [1.15160, -3.60128, 1.76085], [1.48486, -2.14985, 1.52392], [0.52232, -1.18199, 1.78684], [0.78315, 0.15255, 1.54098], [2.01004, 0.53401, 1.02190], [2.97079, -0.42447, 0.75076], [2.70853, -1.76182, 0.99868], [3.46385, -2.50736, 0.79182], [3.92989, -0.12971, 0.34863], [2.22879, 1.57651, 0.83838], [0.02661, 0.89027, 1.76434], [-0.43114, -1.48155, 2.19566], [2.03269, -4.23355, 1.62440], [0.75323, -3.74157, 2.76969], [-2.26906, -5.25257, -0.24172], [-3.24912, -1.67011, -0.55951], [-3.39404, 1.22341, -0.69080], [-0.57577, 1.89445, -1.88963], [-0.61965, 2.62190, -0.63816], [0.12783, 2.29578, -0.03524], [-0.53580, 4.05848, -0.79809], [-0.64955, 4.79006, 0.54460], [-1.96191, 4.43311, 1.23545], [-2.04199, 4.94705, 2.19030], [-2.01478, 3.36198, 1.40474], [-2.80855, 4.71560, 0.61578], [0.54002, 4.49703, 1.45863], [1.48104, 4.66322, 0.93634], [0.51207, 3.47090, 1.81785], [0.51405, 5.15231, 2.32623], [-0.64674, 5.86309, 0.31969], [-1.37271, 4.36106, -1.43573], [0.39878, 4.36692, -1.30475], [-1.37456, 2.29365, -2.52716], [0.37893, 2.02308, -2.43251], [1.10582, -0.16981, -2.29862], [1.99862, -2.02695, -3.45729], [2.65325, -3.42965, -2.57924]]
}

***

7.
{
  "formula": "C28H36Cl6Cs3N4O6S",
  "method": "the ωB97M-V functional and the def2-TZVPD basis",
  "homo_energy_ev": -3.989,
  "homo_lumo_gap_ha": 0.181,
  "charge": -1,
  "symbols": ["Cs", "Cs", "Cs", "S", "O", "O", "O", "O", "O", "C", "C", "O", "H", "H", "H", "H", "Cl", "C", "C", "Cl", "H", "H", "H", "H", "Cl", "C", "C", "Cl", "H", "H", "H", "H", "Cl", "C", "C", "Cl", "H", "H", "H", "H", "N", "C", "C", "C", "C", "C", "H", "H", "H", "H", "H", "N", "C", "C", "C", "C", "C", "H", "H", "H", "H", "H", "N", "C", "C", "C", "C", "C", "H", "H", "H", "H", "H", "N", "C", "C", "C", "C", "C", "H", "H", "H", "H", "H"],
  "xyz": [[10.74412, 10.19021, 7.34740], [11.87242, 6.64978, 9.80956], [10.12463, 10.05535, 11.25003], [13.39526, 10.19060, 9.74913], [13.41738, 9.35775, 11.04794], [14.69391, 10.84746, 9.55183], [13.04368, 9.27434, 8.63771], [12.29515, 11.23685, 9.87906], [9.52602, 8.07724, 8.87643], [8.35112, 7.77874, 9.53186], [8.46705, 6.71398, 10.58354], [9.15760, 7.07945, 11.71144], [7.56016, 7.33425, 8.87146], [7.81645, 8.69212, 10.02547], [8.84618, 5.78201, 10.11270], [7.40965, 6.53466, 10.83688], [14.79633, 14.11476, 12.89284], [14.39258, 12.41062, 13.02077], [15.61918, 11.54921, 12.67795], [16.77411, 11.54360, 14.03429], [13.56782, 12.25973, 12.34949], [14.09875, 12.27574, 14.03887], [16.18052, 11.87983, 11.80334], [15.26403, 10.49033, 12.56953], [11.92712, 14.09858, 6.48889], [12.33237, 13.49707, 8.14143], [13.03789, 14.58004, 8.94894], [11.93572, 15.88600, 9.42391], [13.05238, 12.70044, 8.00172], [11.49312, 13.08548, 8.67586], [13.89376, 14.87747, 8.34986], [13.38755, 14.08778, 9.85393], [12.16048, 5.10084, 13.91734], [10.57861, 5.91804, 14.16562], [10.40457, 6.32332, 15.65376], [10.43602, 4.89890, 16.71862], [9.83436, 5.20082, 13.94523], [10.44504, 6.75194, 13.53844], [9.40493, 6.85449, 15.72727], [11.26912, 6.98176, 15.93573], [7.77316, 11.76950, 9.20518], [7.20942, 11.11028, 8.21468], [7.23311, 11.58168, 6.87269], [7.79760, 12.86921, 6.65474], [8.35864, 13.50792, 7.75372], [8.39128, 12.93114, 9.00947], [6.67107, 10.25214, 8.54814], [6.78352, 10.94560, 6.09040], [7.79262, 13.38186, 5.71556], [8.92375, 14.39596, 7.56318], [8.88590, 13.38183, 9.85435], [7.36052, 7.99817, 15.26602], [7.15170, 9.01338, 16.14287], [6.98152, 10.35935, 15.82858], [6.72322, 10.63534, 14.44092], [6.87200, 9.61542, 13.55596], [7.28422, 8.35233, 14.00420], [7.15553, 8.71641, 17.22443], [6.90032, 11.16947, 16.55754], [6.38589, 11.59987, 14.09376], [6.72857, 9.73229, 12.47654], [7.61989, 7.63362, 13.29141], [9.40973, 13.52393, 11.99958], [8.17908, 13.79811, 12.59734], [8.03264, 13.80235, 13.98701], [9.18076, 13.59323, 14.75709], [10.40878, 13.41015, 14.16211], [10.49023, 13.43794, 12.74071], [7.34308, 13.92946, 11.92874], [7.09281, 14.01198, 14.45877], [9.08192, 13.54097, 15.80904], [11.34920, 13.33399, 14.71174], [11.42067, 13.35179, 12.15776], [11.55733, 9.70699, 14.44523], [12.75184, 9.25274, 14.04766], [13.88922, 9.35318, 14.84193], [13.76923, 9.87126, 16.11999], [12.52612, 10.37030, 16.49907], [11.43827, 10.25290, 15.67575], [12.77911, 8.79617, 13.08668], [14.86992, 9.04511, 14.51180], [14.62569, 10.03731, 16.77348], [12.35176, 10.80657, 17.50433], [10.43818, 10.44946, 15.94452]]
}

***

8.
{
  "formula": "CH4NO4PS",
  "method": "the ωB97M-V functional and the def2-TZVPD basis",
  "relative_energy_kcal_mol": 0.0,
  "homo_energy_ev": 1.115,
  "homo_lumo_gap_ha": 0.184,
  "charge": -2,
  "symbols": ["C", "N", "O", "O", "O", "O", "P", "S", "H", "H", "H", "H"],
  "xyz": [[2.09852, -0.44088, 0.16345], [0.33481, 1.74312, 0.17407], [-0.39926, -0.78695, -0.84155], [-2.22672, 0.97472, -0.89837], [-2.57371, -1.48669, -0.08844], [-1.17309, 0.12609, 1.36413], [-1.63017, -0.32138, 0.02931], [0.80742, 0.73793, -0.75708], [3.06977, -0.16851, 0.20576], [2.16321, -1.36023, -0.26635], [1.70979, -0.64265, 1.11408], [-2.18058, 1.62545, -0.19900]]
}